{"formula": "C24H33ClN7SV", "method": "ωB97M-V/def2-TZVPD", "symbols": ["V", "C", "C", "N", "N", "C", "N", "S", "C", "C", "C", "C", "C", "N", "H", "H", "H", "H", "H", "H", "H", "H", "H", "H", "Cl", "C", "C", "C", "C", "C", "C", "C", "H", "H", "H", "H", "H", "H", "C", "C", "C", "C", "N", "H", "H", "H", "H", "H", "H", "H", "H", "H", "C", "C", "C", "C", "N", "N", "C", "H", "H", "H", "H", "H", "H", "H", "H"], "coordinates": [[-0.04389, -0.32010, -0.09248], [-1.92789, 2.70127, 2.18093], [-1.52918, 1.74156, 1.10319], [-1.19934, 0.46996, 1.36040], [-1.35013, 0.15134, 2.70332], [-1.00167, -0.95421, 3.40887], [-1.23310, -0.73579, 4.75081], [-0.39223, -2.39491, 2.88801], [-1.39619, 2.15608, -0.24192], [-1.83223, 3.39624, -0.76611], [-1.77492, 3.63419, -2.10717], [-1.28486, 2.62750, -2.98391], [-0.84210, 1.46414, -2.43777], [-0.84415, 1.21301, -1.09787], [-1.15204, 2.75824, 2.95283], [-2.87309, 2.42251, 2.66036], [-2.05205, 3.70260, 1.78491], [-1.75450, 0.88026, 3.25553], [-1.16539, 0.20084, 5.11960], [-0.85935, -1.46191, 5.33582], [-2.24388, 4.14808, -0.10738], [-2.12685, 4.57683, -2.50544], [-1.27000, 2.76705, -4.05592], [-0.47096, 0.66479, -3.06619], [-6.98237, -1.76899, 0.26980], [-5.26307, -1.86969, -0.02663], [-4.66288, -0.98630, -0.90371], [-3.29475, -1.07439, -1.13018], [-2.48706, -2.02741, -0.49550], [-1.00498, -2.08639, -0.72111], [-3.14409, -2.91836, 0.36020], [-4.50855, -2.84450, 0.60185], [-5.26052, -0.23562, -1.40759], [-2.84766, -0.37862, -1.83038], [-0.79552, -1.95990, -1.79534], [-0.58420, -3.02654, -0.37922], [-2.56568, -3.68355, 0.85793], [-4.98802, -3.54776, 1.27163], [2.30575, -0.24501, 3.06503], [2.42048, 0.10867, 1.57998], [3.68476, -0.53710, 0.99782], [2.50821, 1.63347, 1.43072], [1.27516, -0.40120, 0.85507], [3.21591, 0.05168, 3.59469], [2.15251, -1.31978, 3.18470], [1.45542, 0.27424, 3.51834], [4.57020, -0.22198, 1.55836], [3.81168, -0.25412, -0.05211], [3.59993, -1.62724, 1.05103], [3.32008, 2.04854, 2.03629], [1.56609, 2.08923, 1.74556], [2.68612, 1.89519, 0.38378], [4.01982, 1.21885, -3.68727], [3.18328, 0.16635, -3.03404], [3.34079, -1.19518, -2.92673], [2.24015, -1.65646, -2.16988], [1.44939, -0.64510, -1.84922], [2.04201, 0.45060, -2.37891], [1.96727, -3.05046, -1.70909], [4.75682, 0.75115, -4.33565], [4.55372, 1.81596, -2.94552], [3.41021, 1.89319, -4.29063], [4.14841, -1.78773, -3.33188], [1.62695, 1.35369, -2.23613], [2.86045, -3.65975, -1.83532], [1.15549, -3.50508, -2.27575], [1.68232, -3.04615, -0.65736]], "forces_ev_per_angstrom": [[0.8052, -1.7158, -0.7773], [-0.1333, 0.0573, 0.0108], [0.0276, 0.0636, -0.1043], [-0.7072, 0.5748, 1.0780], [0.1683, -0.1715, -0.3655], [0.1707, 0.0416, -0.1129], [-0.0413, -0.0980, 0.0466], [-0.3596, -0.0062, -0.1971], [-0.0805, -0.1574, -0.2731], [-0.0254, 0.0432, -0.0392], [0.0031, 0.0183, -0.0640], [-0.0629, 0.1342, 0.0609], [-0.0795, -0.0449, 0.2558], [-0.1455, 0.9321, -0.3262], [-0.0256, 0.0237, -0.0133], [0.0284, 0.0276, -0.0162], [-0.0111, 0.0000, 0.0301], [-0.2039, 0.1291, 0.0780], [0.0525, -0.0393, 0.0005], [-0.0130, -0.0403, 0.0827], [0.0147, -0.0191, -0.0480], [0.0101, -0.0072, 0.0100], [-0.0106, -0.0021, 0.0417], [0.0168, -0.0680, 0.0462], [0.0551, 0.0009, -0.0009], [0.0153, -0.0395, 0.0080], [0.1111, 0.0839, -0.0669], [-0.0457, 0.0339, -0.0203], [0.1362, -0.0558, -0.0747], [-0.5883, 0.1557, -0.0472], [0.0432, 0.0733, 0.1131], [0.0362, -0.0578, 0.0403], [0.0480, -0.0418, 0.0105], [0.0125, 0.0084, -0.0055], [-0.0556, -0.1613, 0.0416], [0.0181, -0.0473, 0.0473], [0.0448, -0.0464, 0.0644], [0.0316, 0.0254, -0.0171], [0.0140, -0.1209, 0.0042], [0.0565, -0.0346, 0.0045], [-0.0863, -0.0982, -0.0465], [-0.0551, -0.0595, -0.0855], [0.9722, 0.2956, 0.6177], [-0.0436, 0.0175, -0.0255], [0.0405, 0.1559, 0.0378], [0.0597, -0.0565, -0.0280], [-0.0458, -0.0143, -0.0525], [-0.0076, -0.0343, 0.0758], [0.0484, 0.1187, 0.0068], [-0.0467, -0.0416, -0.0445], [0.0182, 0.0337, 0.0124], [-0.0247, 0.0340, 0.0293], [-0.0803, -0.0686, 0.0828], [0.0149, -0.0040, -0.0183], [0.0704, -0.1467, -0.0020], [0.0929, -0.1537, -0.0272], [-0.1365, 0.4041, -0.1216], [0.0213, -0.0295, 0.0276], [0.0489, 0.0815, -0.0275], [0.0010, 0.0056, -0.0115], [-0.0198, -0.0131, -0.0024], [0.0101, -0.0179, 0.0025], [-0.1054, 0.0625, 0.0605], [-0.0648, 0.0928, 0.0359], [-0.0001, -0.0181, -0.0018], [-0.0231, -0.0094, -0.0043], [0.0100, 0.0116, 0.0047]], "spin_multiplicity": 3, "homo_lumo_gap_ev": [6.40, 6.62]}

{"formula": "C24H33N3O3S", "method": "ωB97M-V/def2-TZVPD", "symbols": ["C", "C", "O", "C", "O", "C", "C", "C", "C", "N", "C", "S", "N", "C", "C", "C", "N", "C", "C", "C", "C", "C", "C", "C", "C", "C", "C", "C", "O", "C", "C", "H", "H", "H", "H", "H", "H", "H", "H", "H", "H", "H", "H", "H", "H", "H", "H", "H", "H", "H", "H", "H", "H", "H", "H", "H", "H", "H", "H", "H", "H", "H", "H", "H"], "coordinates": [[-5.13742, -4.24316, 4.12072], [-3.94359, -4.93518, 3.47753], [-3.06091, -3.99683, 2.86695], [-3.37559, -3.58614, 1.62985], [-4.34766, -3.97360, 1.02518], [-2.39420, -2.61853, 1.08919], [-2.53674, -2.20367, -0.23277], [-1.64136, -1.31031, -0.78300], [-0.59538, -0.80777, -0.01337], [0.30305, 0.12519, -0.56108], [1.62557, -0.16068, -0.68993], [2.20652, -1.67211, -0.32331], [2.43243, 0.81305, -1.17235], [2.05941, 2.20992, -1.22150], [1.68631, 2.68796, -2.63049], [0.28861, 2.26456, -3.09323], [-0.76042, 2.45883, -2.09044], [-2.03655, 1.96062, -2.59818], [-3.08900, 1.68489, -1.52210], [-3.38069, 2.82497, -0.54980], [-2.20732, 3.07650, 0.39615], [-1.15817, 4.02931, -0.17688], [-0.89686, 3.85537, -1.67565], [3.84223, 0.53511, -1.39973], [4.67460, 0.87960, -0.20871], [4.99324, 0.16673, 0.90803], [5.77447, 1.02717, 1.71777], [5.86966, 2.19907, 1.03654], [5.20423, 2.12580, -0.13036], [-0.44815, -1.22664, 1.30639], [-1.33719, -2.12784, 1.85320], [-5.73271, -3.74836, 3.35727], [-5.75534, -4.97859, 4.62794], [-4.79988, -3.50240, 4.84188], [-4.28528, -5.64698, 2.71851], [-3.33681, -5.45054, 4.22526], [-3.34955, -2.60698, -0.81755], [-1.72633, -1.02391, -1.82072], [-0.10262, 0.90845, -1.08000], [1.23386, 2.39687, -0.53414], [2.92163, 2.78942, -0.87693], [1.78247, 3.77438, -2.65615], [2.40487, 2.28971, -3.34923], [0.31205, 1.19684, -3.33285], [0.05512, 2.80625, -4.02623], [-1.85074, 1.02014, -3.12591], [-2.45229, 2.66750, -3.33755], [-2.78439, 0.81872, -0.93253], [-4.00982, 1.41644, -2.04561], [-3.64070, 3.73921, -1.08566], [-4.25274, 2.53449, 0.04004], [-1.74319, 2.11724, 0.63378], [-2.57431, 3.49922, 1.33357], [-0.22711, 3.89996, 0.37887], [-1.48247, 5.06184, -0.02779], [0.01340, 4.40484, -1.91565], [-1.70928, 4.33354, -2.24092], [3.94210, -0.53087, -1.61366], [4.17341, 1.12211, -2.26010], [4.70265, -0.84177, 1.11696], [6.20448, 0.79973, 2.67140], [6.36258, 3.12431, 1.26055], [0.37614, -0.84709, 1.89021], [-1.22182, -2.45562, 2.87392]], "forces_ev_per_angstrom": [[0.3417, -0.0140, -0.2390], [-0.4851, -0.3209, 0.1126], [0.2590, 0.2150, 0.0091], [-0.2501, -0.1374, -0.1309], [0.0742, 0.0078, 0.0946], [0.1629, 0.1814, -0.2197], [-0.1367, -0.1764, 0.2860], [0.3587, 0.0631, 0.1018], [-0.3978, -0.3711, 0.2046], [0.1532, 0.4257, -0.1683], [0.2022, -0.2042, -0.1810], [0.2387, -0.7159, 0.1413], [-0.3745, -0.0733, 0.0070], [-0.0474, 0.4094, -0.3003], [-0.2172, -0.0243, 0.2054], [0.2017, 0.0706, -0.1474], [0.0601, -0.0291, -0.1608], [-0.3215, -0.2355, 0.0806], [0.0253, 0.2230, -0.1660], [0.0746, -0.2337, 0.1283], [-0.0666, 0.2232, -0.0652], [-0.0234, -0.1117, -0.1079], [0.0440, 0.2165, 0.3826], [0.2589, 0.0797, 0.0917], [-0.1175, -0.8245, 0.1991], [-0.1216, 0.1753, -0.5123], [0.1183, 0.5443, -0.1554], [0.2508, -0.2620, 0.7264], [-0.0682, 0.2135, -0.3899], [-0.1224, 0.1471, -0.0441], [-0.0942, -0.0161, -0.0775], [-0.0740, 0.0174, -0.0147], [-0.0881, -0.0656, 0.0770], [-0.0074, 0.0419, 0.0962], [0.1210, 0.0642, 0.1627], [-0.0531, 0.0478, -0.1277], [-0.0670, -0.0242, -0.0388], [0.0087, 0.0458, -0.0961], [0.0002, 0.1519, 0.1508], [0.0962, -0.0084, 0.0454], [-0.1427, -0.0480, 0.0578], [0.0372, 0.0122, -0.0479], [0.0534, 0.0672, -0.0237], [-0.0479, 0.0302, -0.0414], [-0.0144, -0.1101, 0.0263], [0.0292, 0.0523, -0.0324], [0.0863, -0.0513, -0.0010], [-0.0716, 0.0372, -0.0463], [-0.0101, -0.0950, -0.0136], [-0.1174, 0.0985, -0.0254], [-0.0362, 0.0678, -0.0404], [0.0114, -0.0385, 0.0808], [0.0495, -0.0690, 0.0497], [0.0462, 0.0781, 0.0046], [0.0361, 0.0512, 0.0460], [-0.0538, -0.0123, -0.0686], [0.0879, -0.0359, -0.0508], [0.0453, 0.2592, -0.0449], [-0.0186, -0.0285, 0.0023], [-0.1153, -0.1930, -0.0384], [0.1269, 0.0267, 0.2029], [0.0351, 0.1560, -0.0579], [0.0449, 0.0403, 0.0268], [0.0222, -0.0116, 0.0757]], "smiles": "CCOC(=O)c1ccc(NC(=S)N(CCCN2CCCCCC2)Cc2ccco2)cc1", "homo_lumo_gap_ev": 8.40}

In order of appearance, relative energy (zero: lowest compared OMol25 entry of this formula, charge and spin) = 18.1, 4.3 kcal per mole.